No. 1
Computed, not measured: a 9-piece molecular cluster, C29H46BBr18F2NO9S overall in a non-equilibrium geometry, with ωB97M-V/def2-TZVPD.

Calculated values
HOMO energy ... -8.9 eV
Spin multiplicity ... 1
F_max ... 11.2 eV/Å
Charge ... 0
Kohn-Sham gap ... 0.251 Ha

Last column: Löwdin charge in e.
CARTESIAN COORDINATES (ANGSTROEM)
Br -3.96 7.58 4.28  0.64
Br -2.92 -3.78 2.25  1.13
Br 4.48 -7.28 0.02  0.62
Br 2.56 -4.18 0.64  0.76
Br 0.95 8.40 4.01  0.60
Br 6.70 3.87 0.07  0.65
Br -4.76 5.73 -1.57  0.61
Br -4.92 4.05 4.77  0.61
Br -4.11 2.99 -3.95  0.62
Br 6.12 2.07 3.24  0.60
Br -1.93 -0.72 -2.07  0.92
Br -0.14 -6.50 0.69  0.79
Br -0.87 11.53 4.71  0.60
Br 5.11 -5.28 -4.48  0.62
Br -3.26 -5.71 -1.11  0.63
Br 2.74 -8.10 -4.44  0.64
Br -6.31 -3.32 0.88  0.57
Br -0.35 -1.54 -5.29  0.61
S 0.58 3.35 1.28  0.84
F 0.72 -2.76 -0.61  -0.10
F 0.74 4.37 -0.07  -0.22
O 3.44 2.89 -0.58  0.08
O -4.24 1.36 1.24  0.12
O -0.64 3.81 2.01  -0.30
O -1.77 1.15 1.82  0.09
O 3.30 -1.75 -1.96  0.08
O -2.57 1.85 -0.52  0.02
O -1.50 -3.33 1.04  -0.61
O -0.66 -3.64 2.04  -0.23
O 1.78 3.65 2.15  -0.30
N 3.70 0.59 -1.27  0.01
C -1.81 -7.50 0.60  -0.64
C 5.68 -0.58 -0.04  -0.08
C 5.19 0.48 -1.18  -0.17
C -2.70 -0.74 -3.86  -0.63
C 2.85 -6.63 -0.84  -0.73
C 2.44 -6.23 -4.89  -0.68
C 0.56 -1.43 -0.14  -0.10
C -0.65 -0.93 0.67  -0.03
C 1.71 1.03 -0.05  0.04
C 5.71 4.42 1.66  -0.67
C 1.70 -0.45 -0.50  0.07
C 0.52 1.57 0.76  -0.07
C -0.62 10.58 3.02  -0.69
C -2.42 -7.44 -0.78  -0.67
C -3.05 4.58 -3.56  -0.67
C -0.65 0.59 1.09  -0.07
C -0.69 9.09 3.22  -0.72
C 3.03 1.72 -0.61  -0.26
C -2.84 5.99 4.41  -0.67
C 6.40 3.98 2.92  -0.69
C 3.02 -0.70 -1.36  -0.30
C 2.89 -5.13 -1.03  -0.65
C -3.47 4.82 3.71  -0.70
C -4.66 -4.12 3.08  -0.61
C -5.63 -4.69 2.08  -0.69
C -2.16 -1.90 -4.67  -0.68
C -1.88 -1.91 1.06  -0.25
C 3.61 -5.66 -5.66  -0.68
C -3.07 4.90 -2.09  -0.69
B -2.84 1.46 0.87  -0.61
H -2.71 -1.66 0.29  0.10
H -6.51 -5.09 2.59  0.05
H -1.55 -8.52 0.86  0.06
H 4.70 4.03 1.55  0.03
H 3.85 -4.78 -1.40  0.04
H 6.84 -0.50 -0.04  0.09
H -4.57 0.61 0.69  0.12
H 5.39 -1.66 -0.29  0.07
H 5.30 -0.31 1.00  0.07
H -2.75 -2.04 -5.57  0.06
H -4.46 -4.83 3.88  0.05
H -2.31 5.65 -1.85  0.06
H -2.47 -7.09 1.37  0.05
H -2.04 4.33 -3.88  0.06
H 5.54 0.02 -2.18  0.13
H 2.02 -6.97 -0.23  -0.08
H -5.19 -5.48 1.46  0.02
H 7.47 4.15 2.91  0.05
H -2.94 4.03 -1.45  0.02
H 1.54 -6.23 -5.50  0.06
H -4.99 -3.17 3.52  0.05
H -2.24 -1.67 2.12  0.10
H -3.77 -0.85 -3.70  0.07
H -1.51 8.78 3.87  -0.03
H 3.98 -6.32 -6.44  0.05
H 5.96 4.47 3.79  0.06
H -3.44 5.38 -4.19  0.05
H 2.24 -5.70 -3.95  0.03
H -2.13 -2.83 -4.11  0.05
H 0.23 -3.77 1.63  0.01
H -3.22 -8.17 -0.89  0.06
H -2.74 4.01 3.60  0.04
H -2.66 5.82 5.47  0.06
H -2.92 1.07 -1.02  -0.01
H 5.67 5.51 1.60  0.06
H -0.78 8.58 2.26  0.06
H 5.72 1.46 -1.06  0.06
H 2.82 -7.14 -1.80  -0.01
H -1.89 6.27 3.93  0.05
H -3.88 5.07 2.73  0.05
H -1.44 10.92 2.38  0.06
H 2.10 -4.81 -1.70  0.05
H -1.69 -7.59 -1.58  0.05
H 0.33 10.92 2.61  0.05
H 3.34 -4.69 -6.10  0.06
H -2.49 0.23 -4.30  0.03

---

No. 2
Computed, not measured: a 5-piece molecular cluster, C30H49F4N2O14P2Si overall in a non-equilibrium geometry, with ωB97M-V/def2-TZVPD.

Calculated values
HOMO energy ... -11.1 eV
Spin multiplicity ... 1
F_max ... 1.8 eV/Å
Charge ... +1
Kohn-Sham gap ... 0.305 Ha

Last column: Löwdin charge in e.
CARTESIAN COORDINATES (ANGSTROEM)
P 0.61 0.43 -0.41  0.38
P 2.52 0.55 -1.51  1.04
Si -2.59 4.49 0.39  0.57
F -1.13 0.30 -3.79  0.05
F -5.73 -5.14 -0.35  0.10
F 0.63 -3.97 -0.77  0.07
F -0.22 -10.08 0.51  0.07
O -0.05 -0.90 -0.98  -0.15
O -0.35 -11.42 2.33  0.13
O 0.43 -5.34 1.02  0.14
O 0.93 0.11 1.11  -0.14
O 2.52 -0.02 -6.26  0.20
O 0.91 -6.28 3.01  0.19
O 0.50 -0.98 -6.55  0.09
O 1.55 -4.17 2.55  0.09
O -2.63 -3.66 -0.16  0.03
O 0.84 -10.24 3.79  0.08
O -4.76 -3.18 0.24  0.15
O 0.78 0.52 -4.93  0.08
O -3.14 -1.75 0.90  0.17
O 0.21 -12.33 4.32  0.19
N -0.13 1.72 -0.75  -0.10
N 4.83 0.69 0.77  0.02
C -3.00 3.82 3.17  -0.09
C -3.37 -4.82 -0.55  -0.03
C 1.39 -0.15 -5.96  -0.55
C 2.87 3.09 -0.35  -0.27
C 0.79 -9.46 2.59  -0.05
C 0.96 -5.36 2.27  -0.53
C 3.79 -0.66 -0.99  -0.31
C 4.21 -0.59 0.46  -0.33
C 1.35 6.12 0.81  -0.20
C 0.41 -3.99 0.57  -0.32
C 3.60 4.44 -0.38  -0.19
C -4.77 -4.25 -0.69  -0.30
C -0.61 0.34 -5.05  -0.30
C -0.14 6.16 0.40  -0.23
C -3.12 1.09 2.72  -0.09
C -0.72 4.74 0.19  -0.27
C -2.94 1.96 1.65  -0.11
C 3.08 2.27 -1.63  -0.32
C -3.49 6.12 0.59  -0.17
C -3.17 2.96 4.24  -0.08
C 0.24 -11.43 3.57  -0.55
C -3.22 3.62 -1.14  -0.18
C 2.32 6.67 -0.24  -0.20
C -2.88 3.35 1.86  -0.25
C -0.38 -10.09 1.86  -0.32
C -0.71 -0.98 -5.78  -0.04
C -3.22 1.58 4.01  -0.08
C 2.82 5.53 -1.14  -0.19
C 1.55 -3.38 1.36  -0.06
C -3.49 -2.76 0.39  -0.55
H -2.88 1.56 0.65  0.08
H 5.28 0.66 1.68  0.09
H -3.34 -5.56 0.25  0.15
H 4.58 4.31 -0.86  0.11
H -1.57 -1.07 -6.43  0.15
H 1.49 6.59 1.78  0.11
H -3.36 0.90 4.84  0.10
H 1.71 -9.61 2.02  0.15
H -5.00 -3.85 -1.68  0.18
H 2.51 -3.51 0.85  0.14
H 3.80 4.76 0.64  0.11
H -3.25 3.34 5.25  0.10
H 2.51 2.71 -2.45  0.10
H -0.56 -3.55 0.77  0.15
H -0.22 4.03 0.85  0.06
H -0.49 4.44 -0.84  0.07
H -3.16 0.02 2.55  0.08
H -4.55 5.97 0.42  0.04
H -3.09 6.87 -0.08  0.04
H -0.71 6.73 1.13  0.10
H 3.16 7.21 0.22  0.11
H 3.34 -1.63 -1.22  0.09
H 0.65 -8.40 2.81  0.10
H 0.12 -0.13 1.59  0.11
H 3.38 5.92 -1.99  0.11
H 1.81 7.40 -0.88  0.11
H -2.96 4.89 3.36  0.10
H -3.21 4.29 -2.00  0.04
H 1.80 3.28 -0.26  0.06
H 4.13 2.23 -1.93  0.10
H -1.05 1.19 -5.58  0.18
H -3.38 6.51 1.61  0.03
H -4.24 3.27 -0.99  0.04
H 2.18 0.13 -2.80  0.03
H 1.91 5.08 -1.57  0.10
H 4.89 -1.44 0.63  0.12
H -2.97 -5.25 -1.46  0.14
H 3.36 -0.76 1.12  0.09
H -0.39 2.35 0.00  -0.02
H -0.44 -0.73 -1.86  0.07
H -1.35 -9.66 2.10  0.17
H -2.61 2.75 -1.38  0.00
H -0.68 -1.82 -5.08  0.14
H 1.39 -2.34 1.59  0.11
H 4.63 -0.52 -1.67  0.10
H 1.59 5.06 0.97  0.08
H 3.19 2.52 0.52  0.09
H 5.57 0.89 0.10  0.08
H -0.22 6.67 -0.56  0.11

---

No. 3
Computed, not measured: one molecule with the formula C2H3O2P in a non-equilibrium geometry, with ωB97M-V/def2-TZVPD.

Calculated values
ΔE to the lowest compared entry with this formula, charge and spin ... 2.223 eV
HOMO energy ... -9.2 eV
Structure (SMILES) ... O=CC(=O)P
Spin multiplicity ... 1
F_max ... 4.5 eV/Å
Charge ... 0
Kohn-Sham gap ... 0.335 Ha

Last column: Löwdin charge in e.
CARTESIAN COORDINATES (ANGSTROEM)
P -1.50 -0.02 0.58  0.80
O 0.75 0.49 -2.18  0.11
O 1.04 1.21 0.94  0.10
C 0.71 -0.04 -1.12  -0.34
C 0.46 0.63 0.12  -0.53
H 0.85 -1.12 -0.80  0.14
H -1.02 -1.33 0.49  -0.15
H -1.30 0.18 1.96  -0.13